The following is a DFT calculation (the ωB97M-V functional and the def2-TZVPD basis) of the ion C14H21ClNO2 with charge +1.

Each line ends with the Mulliken charge.
Cartesian coordinates (Å):
O1 -3.122 -2.139 1.255  -0.569
H1 -3.793 -2.393 0.609  0.387
C1 -1.991 -1.617 0.635  0.394
C2 -1.469 -2.534 -0.495  -0.833
O2 -0.498 -1.893 -1.288  -0.499
C3 0.774 -1.690 -0.792  -0.003
C4 1.257 -2.164 0.423  -0.213
C5 2.538 -1.831 0.831  -0.917
C6 3.342 -1.025 0.038  0.137
C7 2.876 -0.575 -1.192  -0.524
C8 1.600 -0.904 -1.602  0.139
H2 1.228 -0.588 -2.565  0.541
H3 3.513 0.023 -1.824  0.457
Cl1 4.920 -0.584 0.574  -0.185
H4 2.913 -2.204 1.770  0.460
H5 0.665 -2.811 1.049  0.468
H6 -1.108 -3.480 -0.080  0.291
H7 -2.287 -2.757 -1.188  0.542
C9 -2.268 -0.190 0.091  -0.649
N1 -1.053 0.658 0.029  1.044
H8 -0.274 0.073 -0.318  -0.900
C10 -0.647 1.182 1.357  -0.642
C11 0.711 1.862 1.255  -0.210
C12 0.645 3.012 0.255  -0.854
C13 0.151 2.493 -1.092  -0.387
C14 -1.186 1.778 -0.936  -0.607
H9 -1.510 1.375 -1.898  0.385
H10 -1.951 2.463 -0.565  0.431
H11 0.027 3.318 -1.792  0.405
H12 0.887 1.805 -1.513  0.162
H13 1.630 3.460 0.139  0.381
H14 -0.029 3.785 0.625  0.332
H15 0.993 2.234 2.239  0.388
H16 1.468 1.137 0.945  -0.011
H17 -0.611 0.361 2.074  0.407
H18 -1.407 1.895 1.685  0.446
H19 -2.688 -0.268 -0.915  0.490
H20 -3.002 0.291 0.742  0.259
H21 -1.244 -1.556 1.436  0.058

The calculation puts the HOMO-LUMO gap at 9.677 eV. The charge is +1.